DFT (ωB97M-V/def2-TZVPD) results for H24O12 as an isolated structure.

The geometry in ORCA input format:
```
! wB97M-V def2-TZVPD RIJCOSX def2/J DEFGRID3
* xyz 0 1
O -3.78 2.06 0.28
O -2.71 -4.57 -0.20
O 0.51 -0.96 0.56
O -0.58 1.45 -3.58
O -0.60 0.64 5.11
O 3.07 -4.53 0.01
O -1.09 3.97 0.16
O 0.48 3.44 1.91
O -1.80 0.19 -3.31
O 5.75 -0.61 -1.68
O 0.11 -2.27 -2.50
O 0.82 0.79 2.84
H -0.88 2.09 -2.91
H 0.06 2.78 2.47
H 0.19 4.28 2.28
H 5.33 0.05 -2.24
H 1.01 1.61 3.31
H -0.01 -1.32 -2.63
H -1.63 -0.23 -2.46
H -1.29 -0.03 5.20
H -3.38 2.43 -0.52
H -2.65 0.62 -3.20
H 0.98 -0.47 -0.12
H -0.03 -0.29 1.00
H -1.77 -4.52 0.00
H -1.00 1.45 5.44
H 0.31 -2.36 -1.56
H 2.94 -5.29 0.58
H 2.35 -3.93 0.23
H 0.08 0.92 -3.12
H -0.49 3.23 0.05
H 1.66 0.57 2.41
H -0.54 4.66 0.55
H -3.07 -3.73 0.09
H -4.71 1.95 0.04
H 5.09 -1.30 -1.60
*
```

Results
- Electronic energy: -917.06347 Eh
- Frontier orbital gap: 7.33 eV
- LUMO: -0.5157 eV
- ΔE to the lowest compared entry with this formula, charge and spin: 7.126 eV

Atom charges from the Löwdin analysis, given in e for atoms 1 to 4: number 1, O, carries -0.064; number 2, O, carries -0.059; number 3, O, carries -0.051; number 4, O, carries -0.097